{
  "formula": "C4H9NO",
  "method": "wB97M-V/def2-TZVPD",
  "homo_ev": -9.51,
  "e_above_lowest_kcal_mol": 37.71,
  "smiles": "CC/N=C/OC",
  "homo_lumo_gap_ev": 10.6,
  "elements": ["C", "C", "N", "C", "O", "C", "H", "H", "H", "H", "H", "H", "H", "H", "H"],
  "xyz": [[2.3187, 0.7957, 0.5523], [1.3323, 0.1045, -0.3852], [-0.0693, 0.1438, -0.0004], [-0.6275, -0.9728, 0.1897], [-1.9535, -1.1630, 0.2350], [-2.7626, -0.0871, -0.2387], [1.9250, 1.7356, 0.9482], [2.6020, 0.1569, 1.3952], [3.2262, 1.0229, -0.0171], [1.6674, -0.9323, -0.5508], [1.3729, 0.6037, -1.3611], [-0.1119, -1.9345, 0.3043], [-3.6026, -0.5412, -0.7698], [-2.1887, 0.5628, -0.9047], [-3.1285, 0.5049, 0.6031]],
  "forces_ev_per_a": [[-0.0181, 0.0389, 0.0188], [0.2374, -0.0466, -0.1161], [-0.1890, -0.4050, -0.0331], [0.2281, 0.1874, -0.1207], [0.0588, 0.0169, 0.0519], [-0.1957, 0.2058, -0.0243], [-0.0434, -0.1082, -0.0985], [-0.1350, 0.0992, -0.0767], [-0.0500, -0.0304, 0.1768], [-0.0017, 0.1040, -0.0051], [0.0662, -0.0896, 0.1206], [0.0022, 0.1410, -0.0811], [0.0998, 0.0657, 0.1473], [-0.1043, -0.1468, 0.1124], [0.0446, -0.0323, -0.0724]]
}

{
  "formula": "C4H9NO",
  "method": "wB97M-V/def2-TZVPD",
  "homo_ev": -8.82,
  "e_above_lowest_kcal_mol": 71.02,
  "smiles": "CC/N=C/OC",
  "homo_lumo_gap_ev": 9.9,
  "elements": ["C", "C", "N", "C", "O", "C", "H", "H", "H", "H", "H", "H", "H", "H", "H"],
  "xyz": [[-1.8108, -0.8865, 1.4892], [-1.0101, -0.1447, 0.4191], [0.4058, -0.4511, 0.3095], [0.8984, 0.7299, 0.2257], [1.7586, 1.1431, -0.6913], [2.0644, 0.1630, -1.6803], [-1.4443, -1.9174, 1.6151], [-1.7182, -0.3969, 2.4608], [-2.8738, -0.9399, 1.2248], [-0.9608, 1.0032, 0.3366], [-1.4449, -0.2869, -0.5729], [0.7093, 1.5269, 0.9559], [2.4441, 0.7078, -2.5429], [1.1773, -0.4266, -1.9349], [2.8230, -0.5051, -1.2730]],
  "forces_ev_per_a": [[0.0551, 0.2559, 0.0296], [-0.5358, 0.9117, -0.0078], [0.2776, 0.5720, -0.8767], [1.0517, -0.4554, 0.3359], [0.5697, -0.1199, 0.2881], [0.2787, -0.2174, -0.2766], [0.0161, 0.3699, -0.2515], [-0.0331, -0.0362, -0.0154], [0.2010, 0.0947, 0.0867], [-1.7618, -0.9918, 1.2664], [-0.0019, -0.5990, -0.0360], [-0.3292, 0.1630, -0.4996], [0.0296, -0.0556, 0.0854], [0.1867, 0.1841, 0.0803], [-0.0045, -0.0760, -0.2087]]
}

{
  "formula": "C4H9NO",
  "method": "wB97M-V/def2-TZVPD",
  "homo_ev": -9.34,
  "e_above_lowest_kcal_mol": 56.82,
  "smiles": "OCCN1CC1",
  "homo_lumo_gap_ev": 10.4,
  "elements": ["O", "C", "C", "N", "C", "C", "H", "H", "H", "H", "H", "H", "H", "H", "H"],
  "xyz": [[-2.2698, -0.5625, -0.2405], [-1.4025, -0.3872, 0.8538], [-0.4190, 0.7539, 0.6381], [0.3211, 0.6161, -0.6213], [1.7647, 0.5328, -0.5405], [0.9693, -0.6524, -0.9316], [-1.7261, -0.5154, -1.0386], [-0.8486, -1.3138, 1.0785], [-2.0238, -0.1668, 1.7285], [-0.9718, 1.6983, 0.5804], [0.2545, 0.8134, 1.5085], [2.3341, 1.0983, -1.2738], [2.2044, 0.5058, 0.4581], [0.9051, -1.4741, -0.2214], [0.9085, -0.9465, -1.9780]],
  "forces_ev_per_a": [[0.0154, -0.0265, -0.2856], [0.2311, 0.0591, 0.3554], [-0.0746, -0.0016, 0.1341], [-0.1079, 0.0944, 0.0212], [0.2519, 0.1115, 0.0266], [0.0266, -0.2594, -0.0597], [-0.1616, 0.0218, 0.0569], [-0.1451, 0.1014, -0.0817], [0.0788, -0.0267, -0.1270], [0.1012, -0.1096, 0.0251], [-0.0768, -0.0787, -0.1220], [-0.1221, -0.0914, 0.0662], [-0.0826, 0.0497, -0.1626], [0.0381, 0.1328, -0.0432], [0.0275, 0.0232, 0.1963]]
}

{
  "formula": "C4H9NO",
  "method": "wB97M-V/def2-TZVPD",
  "homo_ev": -9.48,
  "e_above_lowest_kcal_mol": 62.30,
  "smiles": "C[C@@H](O)[C@H]1CN1",
  "homo_lumo_gap_ev": 10.4,
  "elements": ["C", "C", "O", "C", "C", "N", "H", "H", "H", "H", "H", "H", "H", "H", "H"],
  "xyz": [[-1.7881, -0.2615, -0.2226], [-0.6740, 0.8589, -0.1105], [-0.4122, 1.2547, 1.2049], [0.5646, 0.0788, -0.5553], [1.9613, 0.0754, -0.0226], [0.9288, -0.7088, 0.6189], [-2.2675, -0.3658, 0.7535], [-2.5389, -0.0357, -0.9858], [-1.3974, -1.2658, -0.4779], [-0.9401, 1.7312, -0.7311], [0.1484, 0.4292, 1.4760], [0.4112, -0.4178, -1.5099], [2.4164, 0.8448, 0.6009], [2.6723, -0.5044, -0.6077], [0.9152, -1.7130, 0.5692]],
  "forces_ev_per_a": [[-0.0802, 0.2664, 0.1042], [-0.0067, -0.4844, -0.4340], [0.1542, -0.7702, 0.3823], [-0.0827, -0.2926, -0.1680], [0.2959, -0.0288, 0.0075], [0.1164, -0.5869, 0.0678], [-0.1249, 0.1706, -0.1512], [0.0173, 0.1299, 0.1921], [0.0365, 0.5715, 0.1322], [0.2570, -0.3207, 0.2698], [-0.9540, 1.3765, 0.2170], [0.2845, -0.1934, 0.1065], [-0.3372, 0.0456, -0.2458], [-0.0032, 0.2921, -0.1067], [0.4272, -0.1756, -0.3737]]
}

{
  "formula": "C4H9NO",
  "method": "wB97M-V/def2-TZVPD",
  "homo_ev": [-7.97, -8.33],
  "e_above_lowest_kcal_mol": 135.18,
  "homo_lumo_gap_ev": [8.6, 9.0],
  "elements": ["C", "C", "C", "C", "N", "O", "H", "H", "H", "H", "H", "H", "H", "H", "H"],
  "xyz": [[0.5702, 0.8512, 2.8186], [-1.1222, -1.0843, -0.6563], [0.7847, 0.1895, -1.6866], [-0.2631, 0.1797, -0.5283], [0.4970, 0.1276, 0.6866], [0.0324, 0.8662, 1.6325], [0.0401, 1.3811, 3.5884], [1.2308, 0.0154, 3.0208], [-0.7201, -2.1581, -0.6151], [-1.8094, -1.1513, 0.1109], [-1.5598, -0.9070, -1.6416], [0.9748, 1.3020, -2.0210], [0.4010, -0.3828, -2.5997], [1.7976, -0.2641, -1.3802], [-0.8539, 1.0349, -0.7291]],
  "forces_ev_per_a": [[0.3400, -0.8850, 0.3457], [1.0684, -0.9106, -1.5905], [1.0618, 0.8581, -1.1426], [2.0102, -2.0069, -0.9132], [1.4395, -1.0273, -0.2792], [-1.5703, 1.5766, 0.3955], [-0.0999, 0.2326, -0.1660], [0.1610, 0.2526, 0.0279], [0.5744, 1.8611, -0.3929], [-2.0177, 0.4045, 1.4429], [-0.6645, -0.6530, 0.1949], [-0.1838, -2.1698, 0.5955], [0.5151, 0.8353, 1.2281], [-1.6679, 0.6482, -0.3552], [-0.9664, 0.9837, 0.6093]]
}

{
  "formula": "C4H9NO",
  "method": "wB97M-V/def2-TZVPD",
  "homo_ev": -8.96,
  "e_above_lowest_kcal_mol": 86.69,
  "homo_lumo_gap_ev": 9.7,
  "elements": ["C", "O", "C", "N", "C", "C", "H", "H", "H", "H", "H", "H", "H", "H", "H"],
  "xyz": [[1.9410, -0.9457, -0.3410], [0.1502, -1.7677, -0.0554], [-0.4190, -0.6374, 0.0338], [0.3759, 0.3744, -0.1233], [0.0420, 1.7705, -0.0167], [-1.8917, -0.5732, 0.3250], [2.3567, -0.1527, -0.9540], [2.0859, -1.9213, -0.7994], [2.2609, -0.9058, 0.6936], [-0.9830, 1.9788, -0.3569], [0.1412, 2.1416, 1.0134], [0.7197, 2.3558, -0.6489], [-2.3252, 0.3949, 0.0608], [-2.4019, -1.3665, -0.2253], [-2.0526, -0.7456, 1.3941]],
  "forces_ev_per_a": [[0.3019, 0.0414, -0.0148], [-0.1363, 0.1200, 0.0027], [0.0965, 0.1631, 0.0337], [-0.2282, -0.4347, 0.0078], [-0.0559, 0.1729, 0.0134], [-0.0800, 0.0313, -0.0227], [-0.0155, -0.0904, 0.1041], [-0.0828, 0.1833, 0.0700], [-0.0405, -0.0048, -0.1657], [0.1789, -0.0158, 0.0421], [-0.0065, -0.0503, -0.1712], [-0.1017, -0.0932, 0.1043], [0.0687, -0.1478, 0.0461], [0.0699, 0.1091, 0.0949], [0.0313, 0.0160, -0.1446]]
}

{
  "formula": "C4H9NO",
  "method": "wB97M-V/def2-TZVPD",
  "homo_ev": [-7.49, -7.49],
  "e_above_lowest_kcal_mol": 169.42,
  "homo_lumo_gap_ev": [8.2, 8.2],
  "elements": ["C", "C", "O", "C", "N", "C", "H", "H", "H", "H", "H", "H", "H", "H", "H"],
  "xyz": [[2.2820, -0.0581, 1.0274], [0.1555, 0.5745, 1.4060], [-0.3548, -0.6827, 1.1481], [-0.8615, -0.6857, -0.0881], [-1.2120, 0.4201, -0.5982], [-1.7873, 0.2811, -1.8801], [2.1175, -1.0300, 1.4983], [2.6573, -0.2431, 0.0034], [3.0099, 0.5898, 1.5114], [-0.3653, 0.7588, 2.4183], [1.1127, 0.9414, 0.5485], [-0.9424, -1.6863, -0.4982], [-1.2025, 0.9365, -2.5238], [-2.8006, 0.6596, -1.7770], [-1.8087, -0.7759, -2.1962]],
  "forces_ev_per_a": [[0.1089, -0.1215, 0.4190], [1.1912, 0.3305, -0.7248], [0.6059, 0.0435, -0.0611], [-0.5686, 1.0269, -0.4020], [0.3721, -1.8046, 0.6966], [-0.3504, 0.1512, -0.5382], [0.1784, 0.3782, 0.1528], [-0.7388, 0.2961, 0.1089], [-0.0977, -0.1873, 0.3414], [2.6960, 0.5358, -0.7872], [-2.6158, -0.8169, 2.6729], [-0.1889, -0.0868, -0.2505], [-0.3367, -0.2297, -0.6082], [-0.2202, 0.0733, -0.5447], [-0.0352, 0.4113, -0.4748]]
}

{
  "formula": "C4H9NO",
  "method": "wB97M-V/def2-TZVPD",
  "homo_ev": -9.32,
  "e_above_lowest_kcal_mol": 65.29,
  "smiles": "C=C=NC.CO",
  "homo_lumo_gap_ev": 10.2,
  "elements": ["C", "C", "N", "C", "H", "H", "H", "H", "H", "C", "O", "H", "H", "H", "H"],
  "xyz": [[-2.4209, -0.3434, 0.0541], [-1.2954, 0.3174, 0.1589], [-0.2002, 0.8461, 0.3058], [-0.0129, 2.2784, 0.0985], [-3.0733, -0.4290, 0.9151], [-2.6949, -0.8239, -0.8770], [-0.8728, 2.7474, -0.3927], [0.1437, 2.7478, 1.0739], [0.8853, 2.4382, -0.5022], [1.9111, -1.6970, -0.3172], [0.7793, -2.0903, 0.4205], [1.6865, -1.5478, -1.3848], [2.6528, -2.4963, -0.2333], [2.3541, -0.7681, 0.0680], [0.3061, -1.2823, 0.6507]],
  "forces_ev_per_a": [[0.0875, 0.0496, 0.0046], [0.3093, 0.2259, 0.0772], [-0.7355, -0.3371, -0.0791], [0.0559, 0.2223, -0.0149], [0.0769, 0.0141, -0.1041], [0.0522, 0.0850, 0.0952], [0.1160, -0.0766, 0.0692], [0.0123, -0.0521, -0.1456], [-0.1225, -0.0432, 0.0839], [0.4197, 0.0445, -0.2190], [-0.1732, 0.0962, 0.1510], [-0.0220, -0.0317, 0.1692], [-0.0544, 0.1175, -0.0471], [-0.0545, -0.1720, -0.0321], [0.0322, -0.1423, -0.0085]]
}